Entry 1:
# C43H43BBrGeN5O2ReS

A molecular structure, C43H43BBrGeN5O2ReS (wB97M-V/def2-TZVPD, the OMol25 dataset).

The geometry in XYZ format:
```
98
Properties=species:S:1:pos:R:3:forces:R:3:mulliken_spin:R:1
Re -0.299 -0.292 0.996 -0.08 0.19 0.62 1.48
Br 6.348 -0.824 2.177 -0.01 0.00 -0.01 0.02
Ge -0.489 -2.512 -0.553 0.05 -0.17 -0.01 0.01
S 0.745 -0.329 4.068 0.01 0.02 -0.06 0.61
O 2.267 -0.347 -0.936 0.00 0.02 0.04 0.05
O 0.348 0.163 -2.074 -0.02 0.03 0.02 0.03
N -0.524 -2.615 3.288 0.03 -0.01 0.00 0.05
N -0.440 1.489 1.267 0.09 0.02 -0.59 0.21
N -1.172 -1.799 2.390 -0.01 0.01 -0.18 0.03
N 1.035 -2.816 4.911 -0.02 0.00 0.03 0.02
N -2.481 -0.372 0.586 0.03 -0.01 -0.10 0.04
C 2.507 3.652 -1.090 0.00 -0.01 0.01 0.00
C 0.762 3.549 0.781 -0.02 -0.01 0.00 0.05
C 3.847 0.332 -4.180 0.00 0.00 -0.01 0.00
C 1.676 -0.452 1.741 0.14 -0.03 0.06 -0.22
C -3.104 -3.438 -1.442 -0.02 0.00 -0.02 0.00
C 1.422 0.278 -2.920 -0.01 -0.04 0.00 0.00
C -4.445 0.187 -0.630 0.01 0.00 0.01 0.00
C 3.175 -4.229 -1.805 -0.01 0.00 0.02 0.00
C -2.527 1.518 3.240 -0.02 0.04 0.02 0.00
C 2.518 0.690 1.904 -0.05 -0.01 0.04 0.24
C 1.057 -2.934 -3.028 0.01 0.01 0.00 0.00
C 2.685 0.650 -4.874 0.00 0.00 0.01 0.00
C 3.816 -0.022 -2.831 0.00 -0.01 0.00 0.00
C -3.436 -1.686 -3.555 0.01 0.00 -0.01 0.00
C -0.170 2.798 1.561 -0.05 0.02 0.22 0.04
C 3.706 -1.827 1.897 -0.02 0.01 -0.01 -0.07
C -0.258 4.633 3.122 0.01 0.00 0.00 -0.07
C 1.437 0.629 -4.249 0.00 0.00 -0.01 -0.01
C 0.724 5.314 2.432 -0.01 -0.01 -0.01 0.09
C -3.194 -1.249 1.313 0.00 0.00 -0.02 -0.01
C 4.472 -0.672 2.015 0.03 -0.01 0.00 0.18
C -5.185 -0.712 0.122 -0.01 0.00 0.00 0.00
C 2.580 -0.040 -2.229 -0.01 0.00 -0.02 0.01
C -4.263 -3.486 -2.207 0.00 -0.01 0.00 0.00
C -0.765 3.406 2.697 0.05 -0.01 0.05 0.03
C 3.221 -3.971 -3.169 0.00 0.00 -0.02 0.00
C 1.005 -3.162 -1.654 -0.02 0.00 -0.05 0.00
C 2.155 -3.330 -3.781 0.03 0.00 0.00 0.00
C -3.095 0.333 -0.364 0.01 0.00 0.01 -0.02
C -1.971 2.913 3.503 -0.02 -0.01 -0.04 0.00
C -2.092 -2.514 -1.709 -0.01 0.00 0.03 -0.01
C -2.285 -1.634 -2.779 -0.01 -0.02 0.01 0.01
C 0.360 -2.032 4.041 0.01 0.00 -0.06 -0.06
C 1.219 3.028 -0.563 0.01 0.03 0.00 0.00
C 2.340 -1.710 1.779 -0.03 0.00 0.05 0.25
C -3.124 3.913 3.310 0.01 -0.01 -0.01 0.01
C -2.437 -1.992 2.303 -0.02 -0.04 0.02 0.00
C 2.076 -3.829 -1.059 0.02 0.00 -0.02 0.01
C -4.432 -2.609 -3.269 0.00 0.00 0.00 0.00
C -4.552 -1.438 1.114 0.01 0.01 0.01 0.00
C 1.192 4.781 1.239 -0.01 0.01 0.00 -0.06
C 0.087 3.211 -1.579 -0.01 0.01 0.00 0.01
C 3.885 0.588 2.026 -0.01 0.01 -0.02 -0.07
B 0.876 -0.207 -0.813 -0.12 -0.08 -0.14 0.04
H 4.797 0.359 -4.697 0.00 0.00 0.00 0.00
H -0.817 2.695 -1.252 0.00 -0.01 -0.01 -0.01
H 0.526 0.873 -4.780 0.00 0.00 0.00 0.00
H 1.728 -2.408 5.509 0.01 0.00 -0.01 0.00
H 2.178 -3.129 -4.845 0.00 0.00 0.00 0.00
H 2.069 1.675 1.918 0.00 0.00 0.02 0.05
H 3.323 3.559 -0.371 0.00 0.01 0.01 0.00
H 1.750 -2.616 1.694 -0.02 0.01 0.03 0.04
H -2.981 -4.143 -0.627 0.00 0.00 0.00 0.00
H -1.668 2.949 4.555 -0.02 0.02 0.00 0.01
H 3.997 -4.745 -1.323 0.00 0.00 0.00 0.00
H 1.921 5.334 0.662 0.00 0.00 0.00 0.00
H -3.991 3.613 3.904 0.00 0.00 0.00 0.00
H -5.087 -2.155 1.721 0.00 0.00 0.00 0.00
H 1.414 1.965 -0.440 0.00 -0.07 -0.01 0.02
H 0.370 2.825 -2.560 0.00 0.01 0.02 0.00
H -3.391 1.363 3.892 0.00 0.00 0.02 0.00
H 0.230 -2.443 -3.527 0.00 0.02 0.00 0.00
H -0.662 5.068 4.029 -0.01 0.00 0.01 0.00
H -0.145 4.274 -1.679 0.00 0.01 -0.01 0.00
H 4.081 -4.275 -3.751 0.00 0.00 0.00 0.00
H -0.792 -3.695 0.413 0.02 0.00 -0.02 0.01
H -3.556 -1.000 -4.384 0.00 0.00 0.00 0.00
H -6.241 -0.849 -0.069 0.00 0.00 0.00 0.00
H 4.184 -2.797 1.889 0.00 0.00 0.00 0.00
H 0.789 -3.787 4.995 0.01 0.00 -0.01 0.00
H 2.051 -4.051 0.003 0.02 0.00 -0.02 -0.01
H -5.029 -4.217 -1.980 0.00 0.00 0.00 0.00
H 2.749 0.920 -5.920 0.00 0.00 0.00 0.00
H -2.867 1.423 2.207 0.00 0.05 0.10 0.00
H 4.710 -0.280 -2.281 0.00 0.00 0.00 0.00
H 1.100 6.260 2.799 0.00 0.00 0.00 0.01
H -2.473 1.022 -0.919 0.01 0.01 0.00 -0.03
H 2.379 4.710 -1.330 0.00 0.00 -0.01 0.00
H -1.532 -0.891 -3.005 0.03 0.03 0.00 0.00
H 2.806 3.141 -2.008 0.00 0.00 0.00 0.00
H -2.920 -2.718 2.948 0.00 0.00 0.00 0.00
H -2.853 4.928 3.596 0.02 0.01 -0.01 0.00
H -5.329 -2.650 -3.873 0.00 0.00 0.00 0.00
H -1.800 0.737 3.446 0.01 -0.01 -0.01 -0.01
H 4.497 1.474 2.126 0.01 0.00 0.00 0.00
H -4.898 0.767 -1.421 0.00 0.00 0.00 0.00
H -3.423 3.934 2.259 -0.01 -0.01 0.00 0.00
```
Forces are in eV/Å.

Results
**Gap between HOMO and LUMO (alpha / beta)**: 5.42 / 5.31 eV
**Multiplicity**: 4

---

Entry 2:
# C43H43BeN5O5

A molecular structure, C43H43BeN5O5 in a non-equilibrium geometry (wB97M-V/def2-TZVPD, the OMol25 dataset).

The geometry in XYZ format:
```
97
Properties=species:S:1:pos:R:3:forces:R:3:mulliken_charge:R:1
O -1.239 2.240 0.414 0.32 0.89 0.18 0.81
O -2.258 -0.256 3.878 -0.84 -0.47 -0.25 -0.49
O -1.597 -1.298 -2.964 -0.70 -0.48 0.28 -0.47
O 0.428 -0.280 0.248 0.80 -0.53 -0.23 0.50
O 1.631 -5.780 0.462 0.20 0.09 -0.57 -0.45
N -2.778 3.867 0.785 -0.30 -0.37 0.11 0.01
N -0.982 0.560 -1.885 -0.44 -0.44 0.50 0.01
N -2.172 -0.226 0.350 0.14 0.11 0.11 0.78
N -0.833 0.547 2.373 -0.73 0.01 -0.59 0.93
N -0.211 -4.061 -1.048 -0.48 0.37 0.13 0.26
C 3.610 0.784 -3.224 0.05 -0.03 -0.08 -0.85
C 2.768 -0.387 0.307 -0.05 0.06 0.09 -0.33
C 1.471 -2.345 -0.376 0.13 0.25 0.09 0.68
C -2.774 -0.475 1.504 -0.96 -0.66 -0.22 0.19
C 0.090 -5.567 -2.882 0.07 0.06 0.11 -0.83
C -0.199 0.609 -3.100 0.09 -0.07 -0.52 0.17
C -3.702 -1.617 -0.800 0.25 0.18 0.05 -0.70
C -1.711 -0.476 -1.910 0.84 0.79 -0.68 0.69
C 1.503 1.901 -1.832 0.13 -0.02 -0.10 0.27
C 3.853 1.742 -2.257 0.11 -0.07 -0.06 -0.78
C -1.555 5.837 0.204 0.20 -0.17 0.20 -0.98
C 0.673 3.016 2.949 0.04 -0.15 0.02 -0.10
C -1.963 0.001 2.623 0.94 0.39 0.50 0.10
C -3.920 -1.263 1.573 0.22 0.24 -0.07 -0.85
C 2.699 -3.022 -0.602 0.24 0.04 0.00 -0.65
C -1.952 4.919 1.369 0.40 0.52 0.00 0.17
C 0.614 -5.780 1.450 -0.15 -0.02 0.37 -0.64
C -1.953 4.372 -1.930 0.21 0.09 -0.05 -0.73
C 1.251 0.932 -2.796 -0.16 -0.06 -0.08 -0.28
C -2.168 2.958 -0.004 -0.67 -0.24 -0.26 -0.91
C 1.256 -6.063 -0.823 -0.23 0.03 -0.02 0.45
C 1.204 3.622 5.599 -0.01 -0.05 0.06 -0.84
C 0.432 2.067 3.930 -0.02 -0.07 0.01 -0.17
C 3.927 -1.077 0.072 -0.34 0.03 -0.07 -0.70
C 1.509 -0.963 0.069 0.09 -0.23 0.00 0.41
C 1.130 4.278 3.298 0.05 0.00 -0.03 -0.94
C 0.560 -6.732 -3.450 -0.01 0.01 -0.01 -0.79
C 2.312 0.381 -3.499 -0.18 -0.01 0.08 -0.63
C 1.370 4.592 4.625 0.03 0.04 -0.03 -0.61
C 1.369 -7.577 -2.706 -0.03 0.10 0.03 -0.55
C 0.205 -2.905 -0.569 0.00 0.03 0.01 -0.70
C -0.102 0.684 3.620 0.47 0.01 0.48 0.38
C -0.542 -0.749 -3.775 0.68 0.34 -0.43 -0.72
C 0.437 -5.214 -1.579 0.46 -0.49 -0.20 0.48
C -4.389 -1.823 0.389 0.10 0.03 0.04 -0.81
C -2.588 -0.781 -0.779 -0.61 -0.55 0.17 -0.05
C 1.712 -7.239 -1.412 0.07 0.18 0.17 -0.48
C 3.895 -2.397 -0.402 -0.04 -0.31 -0.11 -1.18
C -2.574 3.027 -1.437 0.16 -0.03 -0.18 0.42
C 2.797 2.297 -1.557 -0.07 0.12 -0.05 -0.62
C 0.743 2.366 5.251 -0.02 0.04 -0.14 -0.61
C -0.948 5.073 -0.986 -0.17 0.29 -0.06 -0.07
C -1.136 0.175 4.664 0.56 0.20 0.46 -0.68
Be -0.654 0.721 0.561 -0.62 -0.05 0.36 -1.48
H -0.556 -4.911 -3.447 -0.08 0.11 -0.07 0.55
H -0.300 -6.247 1.083 -0.03 -0.02 -0.02 0.35
H 0.994 -6.356 2.292 -0.09 0.03 0.03 0.33
H 2.330 -7.894 -0.821 0.11 -0.07 0.14 0.48
H -1.081 4.469 1.842 -0.13 0.04 0.02 -0.44
H 1.432 3.837 6.632 0.02 0.06 0.09 0.42
H 0.638 1.606 6.009 -0.06 -0.08 0.23 0.53
H 1.710 -8.509 -3.126 0.10 -0.10 -0.06 0.43
H 4.818 -2.922 -0.588 0.09 -0.08 0.01 0.50
H -4.005 -2.091 -1.719 -0.08 -0.01 -0.14 0.74
H 4.860 2.068 -2.060 0.20 0.03 0.04 0.48
H 0.302 -1.444 -3.748 -0.12 0.01 -0.01 0.57
H 0.761 0.006 3.559 -0.17 0.00 0.04 0.36
H -2.749 5.078 -2.170 0.04 -0.01 -0.03 0.34
H -1.214 -4.120 -1.205 0.17 0.17 0.26 0.40
H 2.691 -4.053 -0.910 -0.03 -0.04 -0.09 0.48
H -0.416 5.800 -1.602 0.04 -0.07 0.04 0.44
H -0.906 -0.642 -4.797 0.02 -0.08 0.14 0.27
H -2.151 2.188 -1.979 -0.26 0.19 0.10 -0.96
H 1.697 5.583 4.898 0.08 0.09 0.02 0.44
H 0.678 2.353 -1.308 -0.16 0.07 0.13 0.18
H 2.983 3.048 -0.806 0.03 0.13 0.10 0.53
H 0.403 -4.761 1.786 -0.01 -0.01 -0.04 0.08
H 0.504 2.757 1.915 -0.06 0.12 -0.10 0.90
H -3.656 3.044 -1.563 -0.05 -0.04 0.12 0.76
H 2.138 -0.338 -4.285 0.00 -0.12 -0.07 0.47
H 1.303 5.024 2.534 0.01 0.03 -0.07 0.53
H -1.415 4.161 -2.853 -0.11 0.02 -0.11 0.49
H 0.292 -6.985 -4.463 -0.06 -0.03 -0.12 0.42
H -2.436 6.384 -0.141 -0.01 0.11 0.03 0.30
H -2.528 5.460 2.118 0.05 -0.12 0.07 0.46
H -0.832 6.572 0.559 -0.05 0.08 0.04 0.44
H 4.424 0.358 -3.789 0.12 -0.02 -0.03 0.45
H -0.580 1.451 -3.701 -0.04 -0.21 -0.01 0.50
H -0.605 -2.245 -0.276 -0.05 -0.11 -0.10 0.37
H -1.477 0.962 5.340 0.03 -0.12 -0.12 0.48
H -4.408 -1.445 2.516 -0.02 -0.03 0.13 0.67
H -0.199 4.366 -0.620 0.12 0.00 -0.06 -0.17
H -0.777 -0.681 5.236 -0.11 0.09 -0.02 0.32
H 2.781 0.626 0.673 0.06 0.15 0.04 0.64
H 4.877 -0.600 0.244 0.15 0.10 0.07 0.46
H -5.268 -2.450 0.397 -0.07 -0.02 0.03 0.51
H -3.606 4.280 0.363 0.22 -0.20 -0.18 0.46
```
Forces are in eV/Å.

Results
**Gap between HOMO and LUMO**: 7.32 eV
**Multiplicity**: 1
**Net charge**: +2

---

Entry 3:
# C43H43F6NO6P

7 unconnected molecules or ions with the total composition C43H43F6NO6P in a non-equilibrium geometry (wB97M-V/def2-TZVPD, the OMol25 dataset).

The geometry in XYZ format:
```
100
Properties=species:S:1:pos:R:3:forces:R:3:mulliken_charge:R:1
P 0.681 0.689 -0.076 -1.97 -0.16 -1.02 -0.17
F -2.056 -4.360 -4.202 -0.11 -0.05 -0.07 -0.31
F -9.346 3.824 -2.105 -0.01 0.05 -0.09 -0.25
F 1.716 -6.835 3.299 -0.06 -0.03 -0.03 -0.31
F -1.049 3.208 -3.188 -0.11 0.07 -0.07 -0.37
F 5.585 -2.484 5.240 0.05 0.31 0.10 -0.33
F -5.434 -0.970 -3.228 -0.28 -0.16 0.01 -0.40
O 7.335 1.660 0.691 0.19 -0.37 0.41 -0.56
O 2.493 4.944 -1.753 -1.05 0.80 1.04 -0.79
O 2.859 2.903 -2.421 -1.45 -0.93 1.04 -0.73
O 6.302 3.035 -0.747 -0.14 -1.00 0.13 -0.39
O 0.821 -0.273 1.291 1.68 0.55 -1.22 -0.45
O 1.507 -0.194 -1.269 0.51 1.52 1.24 -0.50
N 1.626 2.127 0.052 -0.62 -1.17 1.70 0.69
C 6.639 -1.875 4.651 0.48 0.31 -0.31 0.45
C 2.885 -6.681 3.945 0.41 0.09 0.22 0.34
C -10.561 3.543 -0.109 0.16 -0.23 0.06 -0.16
C -10.995 5.415 -1.566 0.05 0.13 -0.23 -0.49
C 4.387 2.719 0.770 0.64 0.60 0.01 -0.20
C -1.411 2.126 -3.896 -0.09 -0.35 -0.21 0.32
C 4.854 -7.637 4.905 -0.03 0.20 0.01 -0.25
C -5.953 -0.335 -2.160 -0.22 0.26 0.44 0.37
C -7.012 0.967 0.027 -0.05 0.03 0.02 -0.50
C -2.773 0.176 -4.139 0.19 0.06 -0.13 -0.51
C 6.412 -0.922 3.677 -0.21 -0.02 0.02 -0.61
C 1.917 2.538 1.428 1.57 0.64 0.71 -1.00
C -2.152 -0.097 -5.352 0.02 -0.03 -0.09 -0.57
C 6.820 1.839 -0.373 -0.21 0.84 -0.70 0.13
C -0.488 -2.914 -3.195 -0.17 0.07 -0.08 -0.34
C 3.302 -5.411 4.299 -0.14 0.14 -0.05 -0.58
C 7.919 -2.220 5.039 0.00 -0.24 0.23 -0.44
C 7.496 -0.293 3.077 0.02 0.00 0.08 -0.19
C 4.507 -5.254 4.972 -0.02 -0.27 0.03 -0.21
C -5.766 -0.870 -0.900 0.15 -0.25 0.02 -0.42
C -2.397 1.292 -3.403 -0.12 0.05 0.19 -0.31
C -0.905 -4.192 -3.517 0.49 0.13 0.31 0.29
C 2.202 3.738 -1.715 1.84 -0.20 -1.57 0.54
C -12.253 5.152 0.468 -0.07 0.02 0.07 -0.47
C -10.299 4.260 -1.262 -0.36 0.16 0.33 0.40
C -6.659 0.839 -2.349 -0.03 0.07 -0.26 -0.40
C -0.787 1.870 -5.102 0.21 0.16 -0.15 -0.47
C -0.169 -5.304 -3.152 -0.12 -0.26 -0.10 -0.52
C -1.157 0.748 -5.832 -0.19 -0.02 0.19 -0.38
C 1.018 -5.131 -2.452 -0.02 0.21 0.02 -0.32
C -11.982 5.859 -0.697 0.06 -0.17 0.12 -0.40
C 1.068 3.208 -0.767 0.20 0.22 -0.93 -0.55
C 0.694 -2.742 -2.485 0.08 -0.08 -0.11 -0.41
C 3.645 -7.797 4.242 -0.09 -0.24 -0.08 -0.48
C 5.284 -6.368 5.271 0.03 -0.01 0.02 -0.62
C 1.447 -3.852 -2.117 -0.01 -0.05 -0.01 -0.84
C -11.541 3.995 0.763 -0.03 0.17 -0.16 -0.45
C 3.184 3.486 1.388 -0.47 -0.17 -0.15 -0.92
C -6.295 -0.211 0.201 -0.10 0.13 -0.12 -0.41
C -7.196 1.491 -1.248 0.12 -0.19 0.17 -0.30
C 8.790 -0.634 3.453 0.06 -0.04 0.04 -0.75
C 9.002 -1.599 4.431 -0.14 0.14 -0.14 -0.33
C 5.550 3.677 0.306 -0.83 0.07 1.31 -0.65
H 1.028 -1.740 -2.219 -0.22 -0.49 -0.15 0.87
H 4.124 2.093 -0.108 -0.29 0.56 0.50 0.29
H -7.756 2.405 -1.383 0.07 -0.03 -0.05 0.40
H 3.290 -8.779 3.956 -0.02 0.04 -0.03 0.40
H -10.001 2.639 0.099 0.01 0.02 -0.04 0.35
H 7.332 0.463 2.316 0.03 -0.21 0.16 0.52
H 1.725 -0.650 1.298 -0.37 -0.01 0.30 0.26
H 2.686 -4.556 4.050 -0.01 -0.04 0.00 0.46
H -12.540 6.758 -0.928 0.05 -0.02 -0.01 0.35
H 2.371 -3.718 -1.567 -0.04 0.01 -0.02 0.41
H 5.396 -0.677 3.391 0.01 0.00 0.03 0.55
H -6.784 1.234 -3.349 0.03 -0.03 0.01 0.43
H 10.011 -1.866 4.721 -0.05 -0.01 0.03 0.36
H 4.841 -4.268 5.261 -0.13 -0.28 -0.08 0.56
H -6.148 -0.616 1.194 0.02 -0.01 -0.06 0.37
H 2.902 4.390 0.806 0.40 -0.55 0.11 0.40
H 5.170 4.645 -0.075 0.19 -0.80 -0.18 0.42
H -13.021 5.501 1.148 0.03 -0.01 -0.03 0.36
H -7.428 1.479 0.887 0.04 -0.01 -0.02 0.39
H -0.019 2.543 -5.462 0.02 -0.01 0.10 0.47
H -0.524 -6.293 -3.414 -0.02 0.04 -0.02 0.41
H 9.635 -0.147 2.983 -0.06 0.00 0.00 0.41
H 5.462 -8.504 5.135 -0.05 0.01 -0.02 0.36
H 0.635 4.040 -0.160 0.38 -0.63 -0.26 0.18
H -3.549 -0.479 -3.767 0.23 0.11 -0.06 0.58
H -2.442 -0.970 -5.925 0.01 0.02 0.04 0.42
H 1.608 -5.994 -2.167 -0.06 0.00 -0.01 0.37
H -2.863 1.517 -2.451 0.06 0.02 0.00 0.48
H 2.220 1.684 2.081 -0.46 0.31 -0.70 0.38
H 8.063 -2.969 5.809 -0.04 0.01 -0.02 0.41
H 1.054 3.041 1.937 0.53 -0.23 -0.48 0.36
H 0.255 2.795 -1.408 0.51 0.29 0.40 0.19
H 4.814 2.059 1.563 -0.34 0.25 -0.55 0.32
H 2.035 0.469 -1.775 -0.03 -0.16 0.22 0.31
H 6.727 1.035 -1.141 0.14 0.75 0.13 0.45
H 6.165 3.881 1.214 0.01 -0.05 -0.86 0.32
H -5.212 -1.793 -0.786 0.03 0.04 -0.04 0.45
H -11.750 3.446 1.672 0.03 -0.01 -0.05 0.36
H 3.467 3.841 2.408 -0.35 -0.32 -0.52 0.47
H -1.085 -2.062 -3.498 0.02 -0.01 0.01 0.50
H -10.763 5.957 -2.473 0.02 -0.05 0.01 0.41
H -0.670 0.532 -6.775 0.01 0.04 0.04 0.38
H 6.226 -6.244 5.792 -0.04 0.00 -0.02 0.37
```
Forces are in eV/Å.

Results
**Gap between HOMO and LUMO**: 6.58 eV
**Multiplicity**: 1
**Net charge**: -1

---

no.,DFT total energy (eV)
1,-197034.7837
2,-63368.8848
3,-84659.3538